ORCA calculation (ωB97M-V/def2-TZVPD) on a cluster of 2 separate species, C3H13N2O in total.

Last columns: bonded neighbours and bond lengths (Å).
Geometry (Å):
1 C 1.5156 -1.6312 0.2901  C2 1.555, N5 1.475, H6 1.099, H7 1.103
2 C 1.5768 -0.0854 0.1278  C1 1.555, C3 1.515, H8 1.098, H9 1.111
3 C 0.4363 0.5515 -0.6403  C2 1.515, N4 1.576, H10 1.071, H11 1.084
4 N -0.8568 0.5075 0.2587  C3 1.576, H12 1.127, H13 1.020, H14 1.028
5 N 0.1661 -1.8523 0.8434  C1 1.475, H15 1.017, H16 1.017
6 H 1.5833 -1.9357 -0.7632  C1 1.099
7 H 2.3669 -2.0672 0.8396  C1 1.103
8 H 2.5810 0.3487 0.0329  C2 1.098
9 H 1.5132 0.2466 1.1858  C2 1.111
10 H 0.2035 0.0776 -1.5724  C3 1.071
11 H 0.7872 1.5715 -0.7432  C3 1.084
12 H -0.6513 -0.5877 0.4304  N4 1.127
13 H -0.4599 0.9795 1.0715  N4 1.020
14 H -1.4429 1.2008 -0.2225  N4 1.028
15 H -0.0987 -2.8148 0.6483  N5 1.017
16 H 0.1211 -1.7354 1.8524  N5 1.017
17 H -2.5991 2.4446 -1.8253  O19 0.956
18 H -3.7634 2.6529 -0.8075  O19 0.964
19 O -2.9789 2.1285 -1.0065  H17 0.956, H18 0.964

## Properties
**Energy relative to the best compared isomer or geometry (same formula, charge and spin)**: 1.391 eV
**Orbital gap**: 12.2 eV
**Total charge**: +1
**Spin multiplicity**: 1
**LUMO energy**: -2.72 eV